(1)
DFT (ωB97M-V/def2-TZVPD) results for a structure of composition C13H15FMoN2O7SSe.

Summary:
**E_LUMO**: -9.067 eV
**Net charge**: +2
**HOMO energy**: -15.370 eV
**Spin multiplicity**: 1

Last column: natural (NBO) charge in e.
Cartesian coordinates (Å):
Mo1 -0.56233 -1.17397 -1.07877  1.560
N1 -1.10464 1.64915 0.82764  -0.790
C1 -2.07472 0.72179 1.00764  0.435
C2 -3.15663 1.03312 1.85261  -0.274
C3 -4.12777 0.11140 2.09407  -0.074
C4 -4.02089 -1.16779 1.52139  -0.258
C5 -2.96514 -1.42439 0.71733  0.058
N2 -1.99251 -0.49225 0.41302  -0.533
H1 -1.19888 2.54093 1.28267  0.427
H2 -0.22842 1.43774 0.38608  0.420
H3 -3.18569 2.01606 2.30547  0.248
H4 -4.96490 0.35638 2.73473  0.258
H5 -4.75369 -1.94012 1.70420  0.264
H6 -2.85292 -2.40116 0.27544  0.227
F1 2.77701 -2.40740 -3.55649  -0.286
C6 1.67924 -1.70388 -3.23512  0.563
C7 1.97593 -0.23614 -3.18601  -0.170
C8 0.95018 0.59048 -3.08757  -0.193
C9 -0.42715 0.01365 -3.04048  -0.146
C10 -1.46034 0.52848 -2.19506  -0.466
C11 -0.63186 -1.19718 -3.69782  0.103
C12 0.52768 -2.02853 -4.16708  -0.040
H7 3.01275 0.06979 -3.23919  0.284
H8 1.05107 1.66761 -3.04498  0.271
H9 -2.48890 0.32304 -2.46441  0.275
H10 -1.30091 1.51898 -1.79553  0.270
H11 -1.63100 -1.55927 -3.90969  0.275
H12 0.76454 -1.83280 -5.21599  0.297
C13 1.29925 -0.52279 2.43416  -0.892
S1 1.40086 -1.15323 0.80363  2.376
O1 2.70164 -1.61228 0.50401  -0.821
O2 0.88448 -0.06203 -0.16212  -0.951
O3 0.24789 -2.14037 0.59959  -0.881
H13 2.21030 -0.83553 2.94223  0.304
H14 0.41690 -0.94975 2.90746  0.284
H15 1.23883 0.56316 2.37897  0.280
O4 1.18999 -2.20601 -1.97259  -0.756
Se1 0.50567 -4.11175 -2.40362  1.951
O5 0.26099 -3.42176 -4.02958  -0.707
O6 -1.62510 -2.32325 -1.59641  -0.424
O7 1.69514 -5.13539 -2.56112  -0.767


(2)
DFT (ωB97M-V/def2-TZVPD) results for a cluster of 2 separate species, C13H15N3 in total.

Summary:
**E_LUMO**: -0.075 eV
**Net charge**: 0
**HOMO energy**: -7.529 eV
**Spin multiplicity**: 1

Last column: natural (NBO) charge in e.
Cartesian coordinates (Å):
C1 0.16917 -1.45660 -2.59892  -0.407
N1 -0.34448 -2.03782 -1.34590  -0.404
C2 -1.41561 -3.03727 -1.51085  -0.420
C3 0.27300 -1.83033 -0.17626  -0.028
H1 -0.57155 -1.64761 -3.39418  0.212
H2 0.32068 -0.37446 -2.45905  0.218
H3 1.12436 -1.90660 -2.92168  0.199
H4 -1.84979 -2.90484 -2.51727  0.207
H5 -1.03717 -4.07377 -1.44918  0.195
H6 -2.17350 -2.89141 -0.72769  0.250
H7 0.16245 -2.66860 0.52983  0.206
H8 1.22461 -1.31246 -0.26047  0.202
C4 1.11003 -0.89777 2.47888  -0.617
C5 0.08151 -0.47025 1.46890  -0.285
C6 -1.20557 -1.07201 1.51343  0.284
N2 -2.23022 -1.65297 1.48661  -0.429
C7 0.11754 0.93101 1.06529  0.090
C8 1.33603 1.63458 0.93442  -0.267
C9 1.37539 2.88980 0.35388  -0.136
C10 0.20402 3.52740 -0.05216  -0.219
C11 0.27692 4.83497 -0.61840  0.281
N3 0.38275 5.91663 -1.04977  -0.318
C12 -1.03319 2.87638 0.12414  -0.148
C13 -1.07711 1.60796 0.68611  -0.239
H9 2.00578 -0.25871 2.50041  0.219
H10 0.73355 -0.89134 3.50808  0.234
H11 1.44982 -1.91953 2.26299  0.210
H12 2.26856 1.18784 1.27579  0.214
H13 2.33777 3.39509 0.21359  0.227
H14 -1.95697 3.36888 -0.18363  0.229
H15 -2.05876 1.13380 0.86308  0.237


(3)
DFT (ωB97M-V/def2-TZVPD) results for an isolated molecule of C13H15N3O5S.

Summary:
**E_LUMO**: 0.245 eV
**SMILES**: COc1ccc(S(=O)(=O)N[C@@H](Cc2cnc[nH]2)C(=O)O)cc1
**Net charge**: 0
**HOMO energy**: -8.385 eV
**Spin multiplicity**: 1

Last column: natural (NBO) charge in e.
Cartesian coordinates (Å):
C1 -4.06127 1.30135 -5.56176  -0.257
H1 -4.34968 0.97376 -6.55883  0.209
H2 -4.95577 1.58919 -5.00223  0.182
H3 -3.38672 2.15845 -5.64348  0.181
O1 -3.41842 0.19240 -4.97106  -0.478
C2 -2.95182 0.29576 -3.71120  0.332
C3 -2.34555 -0.85743 -3.19167  -0.253
C4 -1.83528 -0.86064 -1.91357  -0.140
C5 -1.92594 0.28897 -1.14561  -0.393
C6 -2.51866 1.43340 -1.63759  -0.157
C7 -3.03597 1.44357 -2.92131  -0.273
H4 -3.50141 2.34166 -3.29329  0.222
H5 -2.58314 2.30405 -1.00426  0.243
S1 -1.23279 0.28393 0.48300  2.311
O2 -1.69116 1.44735 1.21938  -0.965
O3 -1.37234 -0.98805 1.11303  -0.917
N1 0.40079 0.49127 0.15552  -0.857
H6 0.59597 1.38881 -0.26345  0.401
C8 1.31831 0.12812 1.22335  -0.184
C9 2.62180 -0.45086 0.63458  -0.426
C10 3.29086 -1.40801 1.55750  0.071
C11 3.44640 -2.76805 1.51251  -0.088
N2 4.14336 -3.19753 2.59579  -0.465
C12 4.40685 -2.12698 3.29284  0.161
N3 3.91803 -1.01163 2.70779  -0.523
H7 3.93905 -0.05513 3.03329  0.449
H8 4.94930 -2.11815 4.21681  0.193
H9 3.10528 -3.45819 0.76745  0.201
H10 3.29942 0.37366 0.39695  0.227
H11 2.36594 -0.97366 -0.28701  0.238
H12 0.80149 -0.65662 1.79142  0.265
C13 1.59510 1.30178 2.18130  0.787
O4 2.69006 1.50058 2.64312  -0.614
O5 0.58427 2.10155 2.46572  -0.679
H13 -0.29751 1.87232 2.07584  0.515
H14 -1.37625 -1.73776 -1.48797  0.243
H15 -2.29673 -1.73300 -3.81853  0.236


(4)
DFT (ωB97M-V/def2-TZVPD) results for an isolated molecule of C13H15N5O4.

Summary:
**E_LUMO**: 0.553 eV
**SMILES**: O=[N+]([O-])NC1=NCN(Cc2ccco2)CN1Cc1ccco1
**Net charge**: 0
**HOMO energy**: -8.296 eV
**Spin multiplicity**: 1

Last column: natural (NBO) charge in e.
Cartesian coordinates (Å):
O1 3.20639 0.95997 1.27552  -0.366
N1 3.27986 1.58873 0.26376  0.666
O2 3.99151 2.53743 0.04556  -0.413
N2 2.43031 1.27653 -0.75931  -0.485
C1 1.79723 0.01187 -0.88376  0.568
N3 2.48753 -1.01387 -0.61888  -0.504
C2 1.88693 -2.31416 -0.70457  -0.074
N4 0.43977 -2.34227 -0.82294  -0.441
C3 -0.01732 -1.29526 -1.68302  -0.053
N5 0.49886 0.02258 -1.29026  -0.448
C4 -0.24241 1.19487 -1.70949  -0.254
C5 -1.53602 1.33887 -0.97409  0.256
C6 -1.90735 2.19425 0.02030  -0.286
C7 -3.25893 1.89245 0.31802  -0.319
C8 -3.60494 0.87525 -0.51311  0.099
O3 -2.57296 0.53536 -1.30269  -0.413
H1 -4.51703 0.32640 -0.63690  0.206
H2 -3.87999 2.36940 1.04783  0.230
H3 -1.29614 2.94059 0.48460  0.233
H4 -0.44303 1.12494 -2.78857  0.204
H5 0.35405 2.08484 -1.51039  0.237
H6 -1.10763 -1.25393 -1.66930  0.223
H7 0.32019 -1.51822 -2.70822  0.183
C9 -0.30103 -2.48332 0.42372  -0.260
C10 -0.28603 -1.30934 1.35402  0.238
C11 0.70625 -0.72163 2.08149  -0.301
C12 0.09728 0.33859 2.79654  -0.315
C13 -1.21887 0.31007 2.46272  0.092
O4 -1.46413 -0.68051 1.58605  -0.416
H8 -2.05397 0.90727 2.76921  0.201
H9 0.58410 1.01671 3.46611  0.231
H10 1.74382 -0.98119 2.09905  0.245
H11 -1.34260 -2.68960 0.15944  0.218
H12 0.10490 -3.36314 0.93097  0.219
H13 2.19064 -2.87885 0.17926  0.199
H14 2.31967 -2.81066 -1.58546  0.191
H15 2.61109 1.80893 -1.60322  0.410


(5)
DFT (ωB97M-V/def2-TZVPD) results for a structure of composition C13H16BaClN2O3Se2Te2.

Summary:
**E_LUMO**: 2.219 eV
**Net charge**: -1
**HOMO energy**: -3.643 eV
**Spin multiplicity**: 1

Last column: natural (NBO) charge in e.
Cartesian coordinates (Å):
Ba1 -0.05456 -0.74599 -0.75300  1.803
Cl1 6.36586 -4.56838 2.25284  -0.043
C1 5.02997 -3.85092 1.37827  -0.105
C2 5.07931 -3.77779 -0.02165  -0.185
C3 4.04115 -3.22675 -0.72211  -0.290
C4 2.88160 -2.70136 -0.07690  0.425
O1 1.91821 -2.21120 -0.75625  -0.865
C5 2.86883 -2.77993 1.35264  -0.249
C6 1.77272 -2.29235 2.16555  0.422
O2 0.77897 -1.67503 1.81639  -0.633
C7 3.94355 -3.36497 2.04448  -0.182
H1 5.94657 -4.16477 -0.54168  0.218
H2 4.07193 -3.17174 -1.80297  0.215
H3 1.88044 -2.54011 3.24077  0.104
H4 3.90353 -3.42139 3.12691  0.216
Se1 -0.36706 3.51073 0.14875  -0.792
Te1 -1.89502 1.73378 0.92825  -0.057
Te2 -3.62123 0.92585 -1.07723  -0.053
Se2 -2.67763 -0.83565 -2.65513  -0.938
C8 -0.97889 2.68396 -3.47894  -0.431
N1 -0.48084 1.67769 -4.40696  -0.431
C9 -1.20955 1.58267 -5.65764  -0.207
C10 -0.42314 0.78488 -6.67394  -0.412
C11 -0.05014 -0.54611 -6.05839  -0.204
N2 0.64497 -0.33919 -4.79979  -0.451
C12 1.27761 -1.52148 -4.24849  -0.413
C13 0.27093 0.65939 -3.93491  0.841
O3 0.66872 0.64555 -2.75290  -0.807
H5 -0.90142 3.66763 -3.94756  0.184
H6 -0.39943 2.68924 -2.56169  0.273
H7 -2.02326 2.48784 -3.22733  0.214
H8 -1.38523 2.59884 -6.01548  0.199
H9 -2.18527 1.11673 -5.47116  0.208
H10 0.48271 1.32769 -6.95411  0.205
H11 -1.02107 0.62844 -7.57282  0.213
H12 0.61423 -1.10682 -6.71948  0.194
H13 -0.95063 -1.15301 -5.89596  0.194
H14 1.95184 -1.94188 -4.99647  0.192
H15 0.53498 -2.28479 -3.98477  0.188
H16 1.85332 -1.26939 -3.36385  0.243


(6)
DFT (ωB97M-V/def2-TZVPD) results for a structure of composition C13H16Br2CaCl2FKN2O7PS.

Summary:
**E_LUMO**: -1.610 eV
**Net charge**: -1
**HOMO energy**: -3.140 eV
**Spin multiplicity**: 1

Last column: Mulliken charge in e.
Cartesian coordinates (Å):
C1 -2.00512 -1.95350 -4.15517  -0.596
C2 -2.71157 -0.51082 -3.82669  -0.069
O1 -2.00476 0.66209 -4.40236  -0.297
C3 -1.23072 1.35314 -3.31838  0.226
O2 -1.38425 2.69297 -3.15283  -0.660
C4 -0.25767 0.39694 -2.40918  0.531
C5 1.01020 -0.34469 -3.13729  -0.394
C6 1.94379 -1.33021 -2.20305  -0.052
Cl1 3.36981 -2.20864 -3.05210  -0.134
N1 1.62408 -1.51535 -0.71758  0.362
C7 0.47967 -0.83929 0.01360  -0.461
Br1 0.13547 -1.10011 2.00757  -0.029
C8 -0.56434 0.16180 -0.81592  0.176
P1 -1.97586 0.94829 0.20162  0.225
C9 -1.14440 2.49871 1.03858  -0.155
O3 -3.22212 1.65065 -0.80579  -0.542
H1 -0.92535 -1.86525 -4.59935  0.123
H2 -2.67395 -2.52200 -4.94623  0.157
H3 -1.95243 -2.57821 -3.15917  0.390
H4 -3.77691 -0.53282 -4.36187  0.416
H5 -2.93739 -0.38790 -2.67156  0.005
H6 1.17977 -0.12905 -4.28432  0.355
H7 2.24348 -2.15456 -0.13947  0.115
H8 -1.87000 3.41584 0.96274  0.341
H9 -0.87472 2.19521 2.14345  -0.388
H10 -0.10732 2.66349 0.48436  0.239
H11 -4.08673 1.14945 -0.72095  0.353
Cl2 2.03442 0.74992 0.86153  -0.425
O4 3.38363 -2.86451 1.28592  -0.662
S1 4.05869 -4.16408 1.45620  1.187
O5 5.35807 -4.13777 0.76042  -0.550
O6 3.21801 -5.23291 0.88694  -0.290
O7 4.27495 -4.42089 2.89181  -0.558
N2 0.12492 1.79245 4.53686  0.167
C10 -0.87403 2.57252 5.05852  -0.429
C11 -0.50409 2.94226 6.33235  -0.436
C12 0.76534 2.36988 6.58564  -0.516
C13 1.13120 1.66771 5.45911  -0.394
H12 0.12070 1.37497 3.61528  0.112
H13 -1.76093 2.79582 4.48079  0.309
H14 -1.08515 3.55872 7.00590  0.374
H15 1.34999 2.46069 7.49196  0.373
H16 2.01850 1.09044 5.23592  0.401
Ca1 -0.93859 -1.87595 -6.11282  0.058
K1 -1.03477 4.95520 -3.64524  1.075
Br2 0.21506 1.68211 -4.90232  -0.550
F1 1.86340 -7.13276 0.74259  -0.482


(7)
DFT (ωB97M-V/def2-TZVPD) results for a structure of composition C13H16ClFeIN2.

Summary:
**E_LUMO (spin up / spin down)**: -0.556 / -0.590 eV
**Net charge**: 0
**HOMO energy (spin up / spin down)**: -6.776 / -7.590 eV
**Expectation value of S²**: 6.0154
**Spin multiplicity**: 5

Last column: Löwdin spin population.
Cartesian coordinates (Å):
C1 -3.23417 0.76814 1.10303  0.028
C2 -2.82733 0.49437 -0.34622  0.031
H1 -2.86893 0.06837 1.88972  0.009
H2 -4.32081 0.60214 1.14704  0.005
H3 -3.02703 1.79825 1.39034  0.001
H4 -2.26159 -0.44694 -0.58351  0.007
H5 -3.76137 0.26181 -0.86277  0.008
H6 -2.38905 1.35951 -0.84843  0.004
C3 1.85910 -1.23279 2.06557  0.003
C4 2.89763 -2.14243 2.29505  0.001
C5 3.35083 -2.91452 1.21479  -0.001
C6 2.77457 -2.72989 -0.04452  0.001
H7 1.47224 -0.62518 2.88971  0.000
H8 3.30878 -2.23537 3.30133  0.000
H9 4.13625 -3.65522 1.35347  0.000
H10 3.09856 -3.28127 -0.92059  0.000
N1 1.25160 -1.11727 0.88142  0.038
C7 1.71442 -1.80910 -0.18897  0.003
C8 1.08445 -1.47999 -1.48088  0.004
N2 -0.05149 -0.72185 -1.43651  0.041
C9 -0.51192 -0.17827 -2.57444  0.004
C10 1.17751 -1.25472 -3.89546  0.001
C11 0.08062 -0.40192 -3.81494  0.001
H11 -1.39164 0.46256 -2.48821  0.000
H12 -0.35234 0.07393 -4.69009  0.000
C12 1.68077 -1.80553 -2.71460  0.001
H13 2.54063 -2.47124 -2.69209  0.000
H14 1.64896 -1.49743 -4.84541  0.000
Fe1 -1.03121 -0.20816 0.60860  3.579
I1 -1.59579 -1.98338 2.24317  0.094
Cl1 -0.04733 2.19743 2.02814  0.048
C13 -0.04107 1.60563 0.41435  0.074
H15 -0.57720 2.27697 -0.25986  0.007
H16 0.98241 1.41393 0.09976  0.007